Entry 1:
Computed, not measured: a molecular structure, C15H12N5O4ReSSbSe4, with wB97M-V/def2-TZVPD.

Structure (XYZ):
```
43
Properties=species:S:1:pos:R:3
Re -0.742 -0.047 -0.274
C 0.381 -4.354 -0.520
C 0.366 -2.865 -0.600
N -0.736 -2.169 -0.422
N -1.897 -2.789 -0.305
C -2.963 -2.086 -0.622
N -4.159 -2.672 -0.512
S -2.861 -0.513 -1.334
C 1.519 -2.090 -0.979
C 2.817 -2.604 -1.086
C 3.841 -1.772 -1.489
C 3.558 -0.447 -1.810
C 2.257 0.002 -1.681
N 1.272 -0.787 -1.266
H -0.611 -4.736 -0.759
H 0.627 -4.666 0.498
H 1.117 -4.771 -1.205
H -4.219 -3.585 -0.091
H -5.003 -2.175 -0.742
H 3.005 -3.629 -0.814
H 4.853 -2.140 -1.532
H 4.328 0.233 -2.139
H 1.998 1.026 -1.924
O -2.948 0.693 3.266
C -2.320 0.719 2.238
O -2.068 -0.297 1.486
C -1.794 2.041 1.670
C -1.836 3.274 2.304
C -1.362 4.388 1.619
C -0.937 4.257 0.302
C -0.909 2.991 -0.254
N -1.281 1.920 0.447
C -0.483 2.626 -1.671
O -0.355 3.447 -2.542
O -0.325 1.347 -1.806
H -2.208 3.328 3.314
H -1.345 5.350 2.101
H -0.591 5.080 -0.302
Se 4.429 0.447 2.262
Sb 2.394 1.749 1.855
Se 1.606 3.014 3.810
Se 2.861 3.355 0.060
Se 0.725 -0.096 1.451
```

Summary:
charge	0
HOMO level (spin up / spin down)	-7.8 / -7.6	eV
<S²>	0.77
DFT total energy	-11476.0391	a.u.
LUMO energy (spin up / spin down)	-3.35 / -3.37	eV
multiplicity	2


Entry 2:
Computed, not measured: 8 unconnected molecules or ions with the total composition C26H32F6N2O18, with wB97M-V/def2-TZVPD.

Structure (XYZ):
```
84
Properties=species:S:1:pos:R:3
C -1.794 0.081 -0.338
C -0.405 0.472 -0.807
C 0.294 1.523 0.026
C 0.502 1.155 1.427
N 0.709 0.837 2.510
H -2.227 -0.620 -1.051
H -2.538 0.880 -0.288
H -1.787 -0.387 0.652
H -0.509 0.844 -1.825
H 0.239 -0.406 -0.903
H -0.317 2.434 0.030
H 1.254 1.829 -0.389
C 1.370 -1.161 6.848
C 1.919 -0.792 5.457
C 3.432 -0.559 5.416
C 4.209 -1.688 5.894
N 4.847 -2.564 6.264
H 1.796 -2.127 7.117
H 0.285 -1.192 6.831
H 1.761 -0.404 7.531
H 1.384 0.037 4.994
H 1.696 -1.622 4.776
H 3.712 0.355 5.944
H 3.659 -0.373 4.364
C 0.813 2.641 -4.020
C 2.222 2.420 -3.454
O 2.953 2.020 -4.579
C 2.309 2.430 -5.706
O 2.723 2.372 -6.808
O 1.111 2.951 -5.377
F 2.190 1.390 -2.560
H 0.341 3.488 -3.528
H 0.190 1.748 -4.011
H 2.651 3.316 -3.005
C -2.096 -3.931 -2.367
C -2.960 -5.092 -2.816
O -2.395 -5.422 -4.075
C -1.632 -4.402 -4.517
O -1.043 -4.402 -5.544
O -1.595 -3.406 -3.589
F -4.244 -4.659 -3.046
H -1.317 -4.266 -1.678
H -2.685 -3.145 -1.904
H -2.966 -5.974 -2.181
C -5.166 -0.524 1.011
C -5.077 -1.879 0.307
O -4.437 -2.681 1.293
C -3.788 -1.871 2.160
O -2.960 -2.245 2.943
O -4.139 -0.619 2.017
F -4.225 -1.795 -0.767
H -6.118 -0.348 1.507
H -4.940 0.283 0.320
H -5.967 -2.395 -0.045
C -2.247 5.611 -2.372
C -2.864 5.434 -3.760
O -2.474 4.112 -4.071
C -2.315 3.420 -2.926
O -2.194 2.237 -2.880
O -2.116 4.260 -1.907
F -2.295 6.280 -4.645
H -2.871 6.211 -1.714
H -1.261 6.070 -2.415
H -3.949 5.479 -3.847
C 5.536 0.648 0.597
C 4.520 1.054 1.651
O 3.815 2.081 0.969
C 4.574 2.579 -0.034
O 4.245 3.533 -0.673
O 5.613 1.772 -0.280
F 5.072 1.659 2.752
H 5.169 -0.218 0.049
H 6.508 0.501 1.066
H 3.879 0.240 1.980
C -0.244 -3.147 1.229
C 0.124 -2.375 2.481
O 1.443 -1.972 2.220
C 1.659 -1.999 0.884
O 2.576 -1.464 0.370
O 0.660 -2.647 0.260
F 0.096 -3.171 3.573
H -1.289 -3.034 0.943
H -0.110 -4.219 1.407
H -0.500 -1.493 2.631
```

Summary:
charge	0
HOMO level	-11.2	eV
DFT total energy	-3073.0500	a.u.
LUMO energy	-0.14	eV
multiplicity	1


Entry 3:
Computed, not measured: 8 unconnected molecules or ions with the total composition C48H120N8O16, with wB97M-V/def2-TZVPD.

Structure (XYZ):
```
192
Properties=species:S:1:pos:R:3
C -3.568 -2.279 -8.514
O -2.163 -2.241 -8.779
C -1.462 -1.304 -7.970
C -1.278 -1.732 -6.498
N -0.474 -0.774 -5.761
C 0.067 -1.199 -4.487
C 1.128 -0.257 -3.918
O 1.786 -0.931 -2.847
C 2.971 -0.361 -2.394
H -4.116 -2.605 -9.398
H -3.952 -1.289 -8.269
H -3.933 -2.973 -7.757
H -1.914 -0.322 -8.109
H -0.444 -1.216 -8.349
H -0.850 -2.734 -6.532
H -2.296 -1.841 -6.121
H 0.241 -0.334 -6.323
H 0.404 -2.235 -4.521
H -0.755 -1.240 -3.772
H 0.579 0.623 -3.583
H 1.829 0.130 -4.657
H 2.774 0.658 -2.061
H 3.780 -0.365 -3.125
H 3.339 -0.954 -1.557
C -6.755 1.209 -0.266
O -6.002 0.474 -1.224
C -4.633 0.735 -1.155
C -3.981 0.172 -2.392
N -4.131 1.116 -3.503
C -3.615 0.369 -4.675
C -4.103 1.101 -5.940
O -5.526 1.262 -5.907
C -6.179 1.781 -7.024
H -6.775 2.246 -0.599
H -6.351 1.073 0.738
H -7.789 0.886 -0.147
H -4.136 0.306 -0.285
H -4.348 1.785 -1.083
H -4.407 -0.818 -2.549
H -2.947 -0.044 -2.123
H -5.098 1.272 -3.750
H -4.032 -0.637 -4.723
H -2.527 0.375 -4.600
H -3.848 0.479 -6.798
H -3.434 1.957 -6.023
H -7.174 1.968 -6.620
H -6.216 1.110 -7.882
H -5.741 2.730 -7.335
C 0.154 3.964 2.595
O -0.885 2.905 2.610
C -1.826 2.910 1.513
C -1.343 2.260 0.221
N -0.798 0.950 0.617
C 0.097 0.446 -0.335
C 0.711 -0.888 0.217
O 1.479 -0.649 1.380
C 2.145 -1.769 1.727
H 0.889 3.800 1.807
H 0.767 3.885 3.492
H -0.299 4.947 2.466
H -2.228 3.916 1.393
H -2.665 2.357 1.935
H -0.641 2.957 -0.236
H -2.256 2.111 -0.355
H -0.355 1.018 1.522
H 0.959 1.065 -0.586
H -0.468 0.260 -1.248
H 1.233 -1.356 -0.617
H -0.082 -1.629 0.317
H 2.265 -1.612 2.798
H 3.136 -1.830 1.276
H 1.567 -2.691 1.672
C -0.109 6.310 -1.980
O -1.200 6.318 -1.025
C -2.381 5.542 -1.363
C -3.137 6.047 -2.591
N -4.592 5.871 -2.654
C -4.950 4.470 -2.766
C -6.514 4.273 -2.754
O -6.875 4.365 -4.120
C -8.274 4.145 -4.191
H 0.290 5.308 -2.140
H 0.718 6.891 -1.573
H -0.453 6.711 -2.934
H -3.034 5.452 -0.495
H -2.072 4.505 -1.495
H -2.641 5.640 -3.472
H -3.030 7.125 -2.713
H -4.881 6.418 -3.452
H -4.499 3.980 -1.902
H -4.441 3.896 -3.540
H -6.964 4.821 -1.927
H -6.642 3.226 -2.480
H -8.607 3.162 -3.856
H -8.519 4.178 -5.253
H -8.852 4.928 -3.701
C 4.158 1.115 1.162
O 5.506 0.783 1.411
C 6.190 1.581 2.385
C 7.531 0.849 2.779
N 7.397 -0.211 3.753
C 6.752 -1.344 3.082
C 6.805 -2.587 3.944
O 5.605 -3.327 3.730
C 5.277 -4.146 4.848
H 3.467 0.923 1.983
H 3.760 0.452 0.394
H 4.188 2.094 0.683
H 5.566 1.844 3.239
H 6.363 2.572 1.966
H 8.204 1.527 3.303
H 8.054 0.582 1.861
H 6.774 0.163 4.454
H 7.255 -1.518 2.131
H 5.755 -1.062 2.743
H 6.968 -2.323 4.989
H 7.675 -3.195 3.694
H 4.986 -3.568 5.725
H 6.079 -4.803 5.182
H 4.401 -4.724 4.555
C -5.883 0.058 5.453
O -4.762 -0.279 4.649
C -3.624 0.080 5.470
C -2.358 -0.160 4.672
N -1.978 -1.558 4.674
C -0.991 -1.943 3.625
C -0.828 -3.438 3.748
O -1.954 -4.152 3.257
C -1.708 -5.556 3.080
H -6.777 0.075 4.829
H -5.845 0.996 6.007
H -5.909 -0.790 6.138
H -3.601 -0.540 6.366
H -3.517 1.135 5.720
H -1.561 0.394 5.166
H -2.431 0.331 3.701
H -2.737 -2.204 4.511
H -0.039 -1.454 3.831
H -1.229 -1.653 2.601
H -0.604 -3.655 4.792
H 0.101 -3.674 3.229
H -1.457 -6.016 4.035
H -0.825 -5.658 2.448
H -2.546 -6.114 2.663
C -1.569 -7.251 -1.427
O -1.691 -5.935 -0.872
C -0.560 -5.435 -0.200
C 0.259 -4.404 -0.950
N 1.291 -4.974 -1.833
C 2.184 -4.009 -2.411
C 3.052 -4.566 -3.613
O 2.222 -4.949 -4.669
C 2.941 -5.523 -5.753
H -1.568 -7.996 -0.632
H -0.712 -7.391 -2.086
H -2.529 -7.394 -1.922
H 0.119 -6.133 0.291
H -0.978 -4.795 0.577
H 0.735 -3.666 -0.304
H -0.444 -3.923 -1.630
H 0.945 -5.608 -2.539
H 2.918 -3.746 -1.650
H 1.715 -3.066 -2.692
H 3.740 -5.346 -3.287
H 3.730 -3.760 -3.894
H 2.286 -5.863 -6.556
H 3.549 -6.360 -5.410
H 3.552 -4.752 -6.223
C 7.208 5.114 6.321
O 6.556 3.846 6.641
C 7.417 2.651 6.324
C 6.597 1.297 6.549
N 5.430 1.255 5.683
C 4.663 0.058 6.031
C 3.367 -0.030 5.251
O 2.628 1.127 5.623
C 1.402 1.337 4.890
H 7.652 5.107 5.326
H 7.960 5.410 7.054
H 6.480 5.916 6.205
H 8.236 2.802 7.027
H 7.746 2.746 5.289
H 6.280 1.276 7.592
H 7.216 0.428 6.330
H 4.978 2.139 5.871
H 4.522 -0.068 7.105
H 5.263 -0.780 5.675
H 2.794 -0.957 5.301
H 3.675 -0.056 4.206
H 1.666 1.779 3.929
H 0.763 2.084 5.361
H 0.815 0.422 4.809
```

Summary:
charge	-1
HOMO level (spin up / spin down)	0.7 / -6.4	eV
<S²>	0.75
DFT total energy	-3542.1796	a.u.
LUMO energy (spin up / spin down)	2.15 / 2.11	eV
multiplicity	2


Entry 4:
Computed, not measured: 2 unconnected molecules or ions with the total composition C4H9S, with wB97M-V/def2-TZVPD.

Structure (XYZ):
```
14
Properties=species:S:1:pos:R:3
C 2.191 -0.309 1.031
S 2.622 0.855 -0.294
H 3.043 -0.422 1.698
H 1.265 -0.087 1.604
H 1.941 -1.268 0.544
C -0.667 0.792 -1.276
C -1.656 -0.240 -0.727
C -1.779 -0.482 0.580
H 0.359 0.659 -0.856
H -0.672 0.646 -2.356
H -0.913 1.767 -0.820
H -2.068 -0.900 -1.482
H -2.607 -0.963 1.096
H -1.060 -0.048 1.258
```

Summary:
charge	-1
HOMO level	-2.2	eV
DFT total energy	-555.9583	a.u.
LUMO energy	4.00	eV
multiplicity	1


Entry 5:
Computed, not measured: a molecular structure, C4H8O2, with wB97M-V/def2-TZVPD.

Structure (XYZ):
```
14
Properties=species:S:1:pos:R:3
O -2.276 0.136 -0.323
C -1.050 -0.297 -0.875
C 0.111 -0.095 -0.103
O 0.157 -1.769 0.596
C 0.670 0.885 0.851
C 1.483 0.389 -0.337
H -2.306 1.100 -0.383
H -0.958 -0.231 -1.960
H -0.656 -1.626 -0.239
H -0.358 -1.723 1.422
H 1.000 0.565 1.834
H 0.235 1.881 0.822
H 1.625 1.047 -1.191
H 2.322 -0.261 -0.113
```

Summary:
charge	0
HOMO level	-8.0	eV
DFT total energy	-307.5167	a.u.
LUMO energy	0.81	eV
multiplicity	1


Entry 6:
Computed, not measured: a molecular structure, C21H27HfN4O4PS2, with wB97M-V/def2-TZVPD.

Structure (XYZ):
```
60
Properties=species:S:1:pos:R:3
Hf -0.271 -0.756 -0.742
C 2.412 -4.723 -3.437
S 2.822 -2.986 -3.722
C 1.554 -2.140 -2.916
S 0.478 -2.949 -1.801
N 1.477 -0.873 -3.249
N 0.462 -0.195 -2.682
C 0.008 0.878 -3.241
C -1.305 1.324 -2.798
C -2.046 2.238 -3.527
C -3.388 2.414 -3.215
C -3.938 1.676 -2.179
C -3.115 0.838 -1.443
N -1.821 0.670 -1.725
H 3.228 -5.290 -3.878
H 1.485 -4.962 -3.952
H 2.335 -4.945 -2.377
H 0.470 1.298 -4.129
H -1.585 2.766 -4.351
H -4.000 3.093 -3.794
H -4.991 1.735 -1.944
H -3.504 0.270 -0.609
O 3.841 -1.465 0.852
C 2.575 -1.325 0.610
O 2.110 -0.670 -0.321
C 1.643 -2.019 1.533
C 1.966 -2.782 2.636
C 0.921 -3.368 3.353
C -0.386 -3.204 2.923
C -0.612 -2.438 1.788
N 0.379 -1.840 1.136
C -1.982 -2.225 1.146
O -2.983 -2.612 1.664
O -1.889 -1.559 0.002
H 4.410 -1.039 0.191
H 2.999 -2.918 2.925
H 1.129 -3.966 4.230
H -1.229 -3.656 3.429
C 0.513 4.247 0.106
C 0.790 2.825 -0.384
P 0.176 1.481 0.733
C -1.365 2.167 1.477
C -2.222 1.120 2.196
C 1.419 1.591 2.089
C 1.036 0.905 3.404
H 1.064 4.955 -0.512
H 0.836 4.397 1.135
H -0.545 4.492 0.033
H 1.866 2.657 -0.486
H 0.355 2.686 -1.373
H -1.947 2.619 0.671
H -1.082 2.961 2.169
H -2.557 0.341 1.515
H -3.109 1.596 2.613
H -1.693 0.650 3.025
H 1.605 2.651 2.265
H 2.347 1.164 1.700
H 0.315 1.497 3.964
H 1.923 0.793 4.026
H 0.617 -0.091 3.247
```

Summary:
charge	+2
HOMO level	-13.9	eV
DFT total energy	-2521.8501	a.u.
LUMO energy	-7.46	eV
multiplicity	1


Entry 7:
Computed, not measured: a single C5H7FO2 molecule, with wB97M-V/def2-TZVPD.

Structure (XYZ):
```
15
Properties=species:S:1:pos:R:3
C 0.018 0.092 0.007
C 1.595 -0.443 0.080
C -1.176 -0.508 0.045
C 2.466 0.685 -0.172
C -2.496 0.239 0.070
O -1.373 -1.858 0.318
O 1.807 -1.584 0.225
F 0.085 1.452 -0.170
H 3.657 0.460 -0.006
H 2.297 0.984 -1.266
H 2.283 1.449 0.469
H -2.911 0.472 1.026
H -2.460 1.156 -0.591
H -3.289 -0.364 -0.499
H -0.502 -2.230 0.465
```

Summary:
charge	0
HOMO level (spin up / spin down)	-5.4 / -9.7	eV
<S²>	2.01
DFT total energy	-444.8657	a.u.
LUMO energy (spin up / spin down)	0.83 / -2.32	eV
multiplicity	3


Entry 8:
Computed, not measured: 2 unconnected molecules or ions with the total composition C5H13NSi, with wB97M-V/def2-TZVPD.

Structure (XYZ):
```
20
Properties=species:S:1:pos:R:3
C -0.717 -1.888 -2.123
C 0.522 -1.838 -1.614
C -0.985 1.896 0.843
C -0.877 -0.122 1.849
C 1.372 -0.634 -1.861
N -0.100 0.943 1.373
Si 1.460 0.861 0.703
H -1.483 -2.710 -1.957
H -0.982 -0.921 -2.608
H 1.086 -2.576 -1.022
H -1.514 2.488 1.673
H -0.518 2.714 0.355
H -1.725 1.405 0.128
H -0.200 -1.023 2.337
H -1.513 0.288 2.718
H -1.542 -0.630 1.082
H 0.986 0.290 -2.277
H 2.398 -0.765 -1.801
H 2.130 0.057 1.833
H 2.201 2.166 0.369
```

Summary:
charge	0
HOMO level (spin up / spin down)	-5.7 / -9.3	eV
<S²>	2.03
DFT total energy	-542.3481	a.u.
LUMO energy (spin up / spin down)	0.96 / -1.03	eV
multiplicity	3


Q: Which value of DFT total energy does entry 5 give?
A: -307.5167 a.u.


Q: multiplicity of number 3 (C48H120N8O16)?
A: 2